# 1
The following is a quantum chemistry calculation of a 8-piece molecular cluster, C24H34Cl12N2O4 overall in a non-equilibrium geometry, from OMol25.

XYZ file:
```
76
Properties=species:S:1:pos:R:3
Cl 30.157 -1.335 -1.980
C 29.936 -1.476 -3.747
C 30.123 -0.128 -4.414
Cl 29.910 -0.157 -6.106
H 28.944 -1.876 -3.958
H 30.799 -2.076 -4.035
H 31.140 0.253 -4.330
H 29.333 0.499 -3.999
Cl 27.225 10.831 -9.875
C 26.168 10.355 -8.438
C 27.032 9.393 -7.569
Cl 28.472 10.178 -6.893
H 25.287 9.824 -8.799
H 25.917 11.311 -7.979
H 27.352 8.533 -8.158
H 26.428 8.970 -6.767
Cl 27.402 5.832 -6.976
C 29.169 5.342 -6.709
C 29.410 4.647 -5.341
Cl 28.698 3.030 -5.341
H 29.731 6.276 -6.709
H 29.501 4.730 -7.548
H 29.032 5.196 -4.479
H 30.453 4.452 -5.092
Cl 28.982 2.205 -8.798
C 29.807 2.721 -10.317
C 29.168 1.997 -11.487
Cl 29.410 0.254 -11.555
H 30.895 2.687 -10.267
H 29.573 3.782 -10.230
H 29.651 2.383 -12.384
H 28.091 2.159 -11.513
Cl 31.910 3.414 0.294
C 30.322 2.706 -0.237
C 30.415 1.923 -1.472
Cl 31.019 2.952 -2.858
H 29.854 3.634 -0.563
H 29.829 2.269 0.631
H 29.482 1.417 -1.721
H 31.211 1.183 -1.390
Cl 26.962 4.548 -2.793
C 25.386 5.320 -3.183
C 25.516 6.847 -3.084
Cl 26.034 7.464 -1.497
H 24.616 4.984 -2.489
H 25.075 4.962 -4.165
H 24.536 7.280 -3.284
H 26.156 7.170 -3.905
C 26.120 0.846 -1.767
C 25.218 -0.161 -1.383
C 24.896 -1.266 -2.153
C 25.344 -1.129 -3.532
C 26.151 -0.100 -3.987
C 26.610 0.769 -3.025
N 24.986 -2.194 -4.583
O 25.427 -2.080 -5.712
O 24.293 -3.172 -4.245
H 26.404 1.719 -1.198
H 24.661 -0.033 -0.467
H 24.262 -2.035 -1.738
H 26.477 0.056 -5.005
H 27.216 1.604 -3.344
C 30.040 6.834 -2.010
C 29.440 7.697 -2.888
C 30.181 8.128 -4.018
C 31.452 7.679 -4.238
C 32.096 6.836 -3.324
C 31.361 6.426 -2.230
N 32.189 8.087 -5.399
O 33.393 7.948 -5.419
O 31.615 8.569 -6.418
H 29.421 6.454 -1.211
H 28.417 8.037 -2.824
H 29.673 8.843 -4.648
H 33.096 6.452 -3.457
H 31.893 5.886 -1.461
```

Total energy: -186873.231 eV
LUMO level: -0.745 eV
Total charge: 0
HOMO: -10.1692 eV
Energy above the lowest of the compared OMol25 structures with the same formula, charge and spin: 0.287 eV
SMILES: O=[N+]([O-])c1ccccc1.O=[N+]([O-])c1ccccc1.ClCCCl.ClCCCl.ClCCCl.ClCCCl.ClCCCl.ClCCCl
Frontier orbital gap: 9.425 eV
Largest force on an atom: 0.0800 hartree/bohr



# 2
The following is a quantum chemistry calculation of C30H26N2O4PPd as an isolated structure in a non-equilibrium geometry, from OMol25.

XYZ file:
```
64
Properties=species:S:1:pos:R:3
Pd -0.639 0.014 -0.361
O -0.631 0.771 -2.273
C -0.746 0.084 -3.385
C -1.040 0.710 -4.627
C -1.166 -0.012 -5.758
C -1.059 -1.437 -5.790
C -0.739 -2.071 -4.648
C -0.665 -1.347 -3.450
C -0.446 -2.202 -2.323
N -0.617 -1.869 -1.081
C -0.675 -2.978 -0.147
C -1.567 -2.529 1.055
N -1.769 -1.110 0.949
C -2.863 -0.696 1.546
C -3.518 0.565 1.493
C -4.866 0.623 1.896
C -5.444 1.853 2.045
C -4.711 2.982 1.769
C -3.432 2.976 1.310
C -2.834 1.753 0.945
O -1.677 1.702 0.349
H -1.242 1.721 -4.681
H -1.338 0.404 -6.741
H -1.201 -1.988 -6.694
H -0.387 -3.118 -4.672
H -0.017 -3.134 -2.566
H 0.372 -3.161 0.211
H -1.150 -3.889 -0.588
H -1.091 -2.691 2.006
H -2.555 -3.101 1.042
H -3.284 -1.423 2.254
H -5.411 -0.336 2.142
H -6.480 1.936 2.311
H -5.153 3.930 2.065
H -2.872 3.868 1.064
O -1.555 0.738 3.132
C -0.427 0.180 3.241
O -0.175 -1.069 3.570
C 0.834 0.914 2.893
P 1.269 0.433 1.213
C 2.152 1.827 0.573
C 3.590 1.881 0.539
C 4.270 2.964 0.090
C 3.535 4.015 -0.503
C 2.141 4.034 -0.502
C 1.404 2.938 0.029
C 2.320 -1.053 1.309
C 2.690 -1.611 0.052
C 3.593 -2.643 -0.044
C 4.220 -3.123 1.110
C 3.859 -2.581 2.378
C 2.937 -1.546 2.458
H 1.734 0.606 3.471
H 0.850 2.007 2.962
H 4.038 0.976 0.975
H 5.367 3.000 0.155
H 4.194 4.781 -1.017
H 1.658 4.944 -0.711
H 0.302 2.988 0.038
H 2.197 -1.299 -0.907
H 3.942 -3.051 -1.005
H 4.922 -3.972 1.078
H 4.449 -2.861 3.299
H 2.603 -1.218 3.453
```

Total energy: -55459.011 eV
LUMO level (spin up / spin down): -3.463 / -6.477 eV
Total charge: +1
HOMO (spin up / spin down): -10.4860 / -10.5762 eV
Energy above the lowest of the compared OMol25 structures with the same formula, charge and spin: 0.196 eV
Frontier orbital gap (spin up / spin down): 7.023 / 4.099 eV
Spin multiplicity: 5
Largest force on an atom: 0.0872 hartree/bohr